Formula: C5H11NO
Source: the Open Molecules 2025 dataset
Level of theory: ωB97M-V/def2-TZVPD

Summary:
Net charge: 0
2S+1: 1
SMILES string: CC[C@@H](C)NC=O
Energy above the lowest of the compared OMol25 structures with the same formula, charge and spin: 56.6 kcal per mole
Calculated total energy: -327.04108 a.u.
HOMO energy: -9.42 eV

```
18
Properties=species:S:1:pos:R:3:forces:R:3:mulliken_charge:R:1
C -1.75226 -0.70519 -0.53012 1.7 -2.0 1.4 -0.788
C -1.03858 0.60145 -0.72458 2.6 -0.1 1.4 -0.597
C 0.60139 0.60360 0.18704 -2.6 0.4 -1.2 0.083
C 0.38273 1.29976 1.52114 -0.1 0.0 -0.2 -1.329
N 1.06751 -0.73848 0.32053 -1.7 -1.2 -0.8 -0.348
C 1.89012 -1.18615 -0.71191 -0.1 -0.2 0.0 0.144
O 2.57275 -0.51242 -1.45414 -0.4 -0.2 0.6 -0.524
H -1.97205 -1.28172 -1.43068 -0.3 0.4 0.0 0.315
H -0.97768 -1.54493 0.01348 -2.5 1.7 -1.3 0.045
H -2.58632 -0.68451 0.17536 0.0 0.1 -0.3 0.282
H -0.77418 0.80963 -1.77155 -0.1 -0.1 0.5 0.308
H -1.49765 1.46718 -0.24026 -0.2 -0.3 -0.3 0.359
H 1.15817 1.16343 -0.56324 0.4 -0.2 0.5 0.376
H -0.04712 2.29029 1.34673 0.0 -0.1 0.1 0.362
H -0.32268 0.70875 2.11798 0.0 0.2 0.0 0.275
H 1.29116 1.42468 2.12637 -0.1 -0.2 -0.4 0.365
H 0.15304 -1.43116 0.40499 3.4 1.8 0.2 0.343
H 1.85165 -2.28421 -0.78716 0.2 -0.1 0.0 0.331
```
Positions in Å, forces in eV/Å.